# 1
Density functional theory data (ωB97M-V/def2-TZVPD) for C3H2F2O in the gas phase at a distorted geometry.

Geometry as XYZ:
```
8
Properties=species:S:1:pos:R:3:nbo_charge:R:1
F -1.97520 -0.65255 -1.15192 -0.314
F -1.99316 -0.78763 1.02059 -0.331
O -1.40607 1.08651 0.11962 -0.715
C 1.55297 -0.99715 0.06949 -0.279
C -1.37162 -0.22606 -0.04203 0.993
C 0.41731 -0.69837 -0.13205 -0.104
H -2.12845 1.49603 0.62184 0.518
H 2.57333 -1.11310 0.23782 0.232
```

The energy relative to the best compared isomer or geometry (same formula, charge and spin) comes out at 57.12 kcal/mol. The net charge is 0. As for the SMILES: C#CC(O)(F)F. The value obtained for the highest occupied orbital energy is -10.806 eV. As for the HOMO-LUMO gap: 11.462 eV. The max |F| comes out at 5.63 eV/A.

# 2
Density functional theory data (ωB97M-V/def2-TZVPD) for 2 unconnected molecules or ions with the total composition C3H5F6N2P at a distorted geometry.

Geometry as XYZ:
```
17
Properties=species:S:1:pos:R:3:nbo_charge:R:1
P -0.89248 -0.59024 -0.19523 0.580
F -1.97152 -1.53856 2.07179 -0.356
F -3.28394 -1.73927 0.35242 -0.337
F -0.50117 1.66725 -2.03825 -0.333
F -0.49762 3.68795 -2.46863 -0.345
F -1.64024 2.91258 -0.73952 -0.318
F -1.66689 -3.15750 0.62484 -0.336
N 1.53232 -0.46270 0.53536 -0.337
N 0.39715 -1.03041 0.64103 -0.489
C -1.34511 2.70446 -2.04780 0.858
C 2.80147 -0.79450 1.24730 -0.434
C -1.98592 -1.82929 0.70625 0.713
H 2.52685 -1.43021 2.02176 0.224
H 3.55333 -1.48358 0.66947 0.197
H -2.12667 2.65710 -2.80221 0.142
H 3.59348 0.02128 1.50210 0.229
H 1.50696 0.40565 -0.08066 0.344
```

The energy relative to the best compared isomer or geometry (same formula, charge and spin) comes out at 27.19 kcal/mol. The net charge is 0. As for the SMILES: CN/N=P/C(F)(F)F.FC(F)F. The value obtained for the highest occupied orbital energy is -8.529 eV. As for the HOMO-LUMO gap: 8.573 eV. The max |F| comes out at 4.21 eV/A.

# 3
Density functional theory data (ωB97M-V/def2-TZVPD) for 2 unconnected molecules or ions with the total composition C9H11ClN2S2 at a distorted geometry.

Geometry as XYZ:
```
25
Properties=species:S:1:pos:R:3:nbo_charge:R:1
Cl 3.04821 1.56300 2.28453 0.036
S -1.41052 1.63051 0.15577 0.589
S -1.83285 -1.23752 0.71276 0.317
N 1.84150 0.23809 -1.31574 -0.365
N 3.52385 -0.52608 0.92170 -0.374
C 3.30027 -1.25819 -0.12523 0.008
C -2.01531 1.20335 -1.40488 -0.607
C -1.58099 0.72966 2.70782 -0.638
C -2.56766 -0.17101 -1.59494 -0.463
C 2.94583 0.68876 0.80427 0.118
C -1.73422 0.39198 1.26271 -0.476
C -1.54068 -1.24900 -1.08589 -0.510
C 2.08690 1.04789 -0.28201 -0.027
C 2.51986 -0.88250 -1.24282 -0.017
H -3.48491 -0.53502 -1.13001 0.222
H 2.43444 -1.70301 -1.98958 0.201
H 3.84336 -2.22768 -0.20750 0.199
H -0.46998 -1.03837 -1.24484 0.228
H -2.30714 1.36872 3.01039 0.224
H -1.63717 -0.15393 3.37216 0.231
H -2.72997 -0.40874 -2.62561 0.223
H 1.52905 1.97020 -0.32744 0.220
H -1.28843 1.51893 -2.18137 0.216
H -1.76407 -2.23733 -1.31827 0.220
H -0.70939 1.27728 2.84402 0.227
```

The net charge is 0. The value obtained for the highest occupied orbital energy (alpha / beta) is -6.661 / -6.679 eV. As for the HOMO-LUMO gap (alpha / beta): 6.637 / 6.658 eV. The max |F| comes out at 3.32 eV/A.

# 4
Density functional theory data (ωB97M-V/def2-TZVPD) for a molecular structure, C33H49BN9PdSe at a distorted geometry.

Geometry as XYZ:
```
94
Properties=species:S:1:pos:R:3:mulliken_charge:R:1
Pd -0.28609 -0.06423 -0.07422 0.356
Se 0.90992 0.37559 2.12511 -0.042
N 0.11490 -2.13872 3.33793 1.916
N -0.13726 1.49430 -2.42302 0.273
N -2.15235 -0.08856 -1.19268 0.418
N 0.80423 -1.14912 -1.80787 0.192
N -1.34462 -0.53802 3.62309 2.211
N -2.07778 -0.04988 -2.53742 0.743
N 0.11961 1.57012 -1.06782 -0.025
N -0.83119 -1.99150 0.49934 0.542
N 0.25543 -0.93730 -3.02014 0.866
C -0.48454 0.30394 6.54417 -0.890
C 2.12332 -3.27740 4.23242 -0.872
C 0.68400 3.50168 -2.02160 -1.470
C -1.71266 -4.07098 -0.80555 -0.414
C 2.43109 -2.64097 -0.74937 -1.189
C -2.47390 -4.25027 4.94925 -0.958
C -3.40451 -3.21883 5.14846 -0.848
C 1.65723 -2.62149 -3.25133 -1.783
C -0.98256 -2.70967 3.96856 0.891
C 0.38322 -1.78242 -5.35686 -1.293
C 1.33499 -2.86748 2.99540 -0.907
C -3.41472 -0.37627 -0.86540 0.373
C -1.24872 -4.01910 4.35874 -1.083
C 0.20726 2.65699 -2.99408 1.009
C 0.06511 2.91458 -4.45219 -1.447
C -1.22996 -2.91282 -0.05959 0.098
C 1.64727 -2.16617 -1.92345 0.686
C 2.61501 -2.10519 5.07439 0.283
C 3.70021 -1.28844 4.39125 -1.205
C -1.48420 1.35846 6.08406 -0.567
C -0.14635 -0.84232 3.10756 -1.845
C -1.96893 0.78473 3.61148 -1.259
C -3.28699 -0.28261 -3.07157 1.042
C -3.84538 -0.46356 0.55855 -0.944
C 0.76705 -1.80221 -3.91901 1.057
C -1.91494 -1.69019 4.14763 0.318
C -4.17102 -0.51244 -2.03250 -1.802
C 0.60704 2.80166 -0.82549 0.308
C 0.98624 3.36758 0.49440 -0.909
C -1.36831 1.75641 4.61600 -0.731
C -3.14594 -1.92192 4.75417 -1.092
C -3.52377 -0.27452 -4.53994 -1.280
C -1.86911 -5.30239 0.08367 -1.358
B -0.70412 0.25480 -3.16514 -0.782
H -1.88409 2.70677 4.45093 0.470
H -2.26274 -6.12594 -0.50732 0.432
H -2.50768 1.03330 6.29781 0.249
H -3.99850 0.53123 0.97776 0.261
H 2.09452 -3.62306 -0.40807 0.203
H -0.43987 0.26146 7.63057 0.467
H 0.35914 4.23175 0.71775 0.314
H 2.97835 -3.86404 3.88521 0.549
H 2.32530 -1.93597 0.07555 0.032
H 0.66272 -0.84172 -5.82865 0.239
H -0.96507 2.80401 -4.78158 0.288
H -0.68882 -1.91232 -5.49396 0.168
H 1.03123 4.50699 -2.15549 0.523
H 4.53387 -1.92444 4.09086 0.344
H -0.84763 0.49368 -4.32498 -0.042
H -3.09933 -0.97180 1.16654 -0.140
H 0.88971 -2.58944 -5.88163 0.386
H 4.09893 -0.52519 5.05616 0.393
H -0.91129 -5.60679 0.49933 0.335
H -0.53809 -4.81686 4.21577 0.510
H 1.51891 -3.95048 4.84366 0.337
H 1.03133 -3.73630 2.40551 0.263
H 3.33332 -0.77967 3.50031 0.184
H -4.78634 -1.00700 0.64802 0.389
H -4.57428 -0.47618 -4.73981 0.384
H 0.51856 0.54324 6.18727 0.223
H 3.48944 -2.72919 -0.99389 0.450
H 2.02110 3.70847 0.47615 0.320
H -0.72847 -0.70039 6.20004 0.070
H 0.67595 2.23406 -5.04102 0.291
H -0.99196 -4.22733 -1.61260 0.267
H -2.55696 -5.10827 0.90349 0.347
H -2.72256 -5.24963 5.27224 0.470
H -2.65595 -3.77156 -1.26646 0.333
H -5.22251 -0.71220 -2.11215 0.534
H 2.24886 -3.40940 -3.67637 0.500
H 2.99251 -2.49574 6.02135 0.450
H 1.91048 -2.20884 2.34310 0.100
H -2.92976 -1.02734 -5.05419 0.167
H -3.86452 -1.13535 4.91554 0.463
H 0.86151 2.66800 1.30924 -0.265
H -1.33096 2.25512 6.68703 0.425
H -4.34600 -3.44660 5.62396 0.467
H -1.89473 1.17463 2.58701 0.028
H 1.76919 -1.46227 5.34029 -0.322
H 0.38513 3.93225 -4.66404 0.360
H -0.31897 1.93158 4.35934 0.253
H -3.02494 0.61086 3.82587 0.696
H -3.27325 0.69196 -4.97459 0.246
```

The energy relative to the best compared isomer or geometry (same formula, charge and spin) comes out at 0.00 kcal/mol. The net charge is +1. The value obtained for the highest occupied orbital energy (alpha / beta) is -10.374 / -10.373 eV. As for the HOMO-LUMO gap (alpha / beta): 7.307 / 7.305 eV. The max |F| comes out at 1.18 eV/A.